Record 1
The following is a quantum chemistry calculation of C20H18BCo2N2O6 as an isolated structure in a non-equilibrium geometry, from OMol25.

Computed properties:
LUMO energy = 2.203 eV
HOMO = -0.699 eV
total charge = -1
spin multiplicity = 1

Last column: Mulliken charge in e.
Element x y z (Å)
1 O -2.4434 1.9206 2.8289  -0.41
2 C -1.3728 1.4768 2.8423  0.02
3 Co 0.2428 0.7789 2.8269  0.33
4 C 1.0006 2.3498 2.5407  0.33
5 O 1.4777 3.3911 2.3756  -0.43
6 C 0.3969 0.5483 4.5680  0.14
7 O 0.4601 0.5131 5.7234  -0.42
8 C -0.3095 -0.9732 1.9810  0.26
9 C -1.6282 -1.5549 2.2960  0.57
10 C -1.9524 -1.8009 3.6364  -0.24
11 C -3.1418 -2.4439 3.9735  -0.79
12 C -4.0167 -2.8403 2.9651  -0.44
13 C -3.6991 -2.6078 1.6268  -0.67
14 C -2.4949 -1.9972 1.2756  -0.28
15 C 0.4446 -1.1038 0.8494  0.82
16 C 0.3961 -1.1144 -0.6012  -0.83
17 Co 1.4656 -1.3031 2.2435  -0.15
18 C 1.4890 -1.9273 3.8854  0.27
19 O 1.6048 -2.3820 4.9454  -0.41
20 C 2.5351 0.1704 2.4230  -0.04
21 O 3.5594 0.7287 2.4609  -0.40
22 C 2.5442 -2.5257 1.5846  -0.01
23 O 3.2425 -3.3572 1.1768  -0.41
24 H -1.2536 -1.5026 4.4203  0.24
25 H -3.3948 -2.5841 5.0230  0.37
26 H -4.9687 -3.2991 3.2297  0.34
27 H -4.4028 -2.8728 0.8392  0.37
28 H -2.2250 -1.8474 0.2278  0.27
29 H 1.0028 -1.9249 -1.0344  0.31
30 H -0.6116 -1.0975 -1.0461  0.33
31 H 0.8864 -0.2149 -0.9083  -0.01
32 B 1.6109 0.0084 -3.4443  -0.10
33 H 2.6387 0.0531 -2.7934  -0.17
34 H 0.7834 -0.8796 -3.4258  -0.17
35 C 1.0032 1.3505 -3.6771  -0.22
36 N 1.2468 1.7825 -4.9563  0.24
37 C 2.0198 1.0577 -5.9385  -0.98
38 C 0.6432 2.9735 -5.1773  -0.37
39 C -0.0084 3.3141 -4.0269  -0.41
40 N 0.2179 2.3065 -3.1265  0.42
41 C -0.3322 2.2769 -1.7794  -0.75
42 H 2.1023 1.6848 -6.8344  0.37
43 H 3.0320 0.8410 -5.5756  0.28
44 H 1.5375 0.1126 -6.2251  0.28
45 H 0.7175 3.4953 -6.1190  0.37
46 H -0.6000 4.1806 -3.7898  0.39
47 H -0.8954 3.2045 -1.6253  0.27
48 H -1.0135 1.4225 -1.6434  0.19
49 H 0.4632 2.2124 -1.0212  0.34

Cartesian forces (eV/Å) of the 2 atoms listed first:
1.40 -0.29 0.38
-1.45 -0.38 -1.15

---

Record 2
The following is a quantum chemistry calculation of C10H9Cl3N6O in the gas phase in a non-equilibrium geometry, from OMol25.

Computed properties:
LUMO energy = 0.479 eV
HOMO = -9.038 eV
total charge = 0
spin multiplicity = 1
structure (SMILES) = OC(Nc1ncccn1)(Nc1ncccn1)C(Cl)(Cl)Cl

Last column: Mulliken charge in e.
Element x y z (Å)
1 O -0.3589 -0.4437 2.3775  -0.65
2 C -0.3542 -0.4906 0.9808  0.08
3 N 0.1826 0.7931 0.6411  -0.25
4 C 1.4346 1.1483 0.8699  0.46
5 N 2.0134 1.7391 -0.1768  -0.64
6 C 3.2333 2.2484 0.0559  -0.12
7 C 3.8792 2.0674 1.2847  -0.52
8 C 3.1823 1.3840 2.2707  -0.22
9 N 1.9526 0.9262 2.0815  -0.48
10 N -1.7196 -0.2362 0.7147  -0.19
11 C -2.1768 -0.4373 -0.5304  0.43
12 N -3.2766 -1.1391 -0.5889  -0.63
13 C -3.7945 -1.4045 -1.7799  -0.15
14 C -3.1579 -1.0121 -2.9158  -0.53
15 C -2.0133 -0.2336 -2.7765  -0.26
16 N -1.5589 0.0869 -1.5819  -0.36
17 C 0.3109 -1.7821 0.3849  0.58
18 Cl 1.8015 -2.2716 1.2366  -0.13
19 Cl 0.8179 -1.6833 -1.3495  -0.11
20 Cl -0.7971 -3.2004 0.5696  -0.13
21 H 0.2586 0.3008 2.5989  0.52
22 H -0.0305 1.1065 -0.3138  0.46
23 H 3.7584 2.6636 -0.7638  0.44
24 H 4.9099 2.3556 1.4015  0.36
25 H 3.6609 1.2625 3.2402  0.42
26 H -2.4010 -0.6115 1.3841  0.39
27 H -4.6909 -2.0122 -1.7681  0.42
28 H -3.5365 -1.3066 -3.8766  0.40
29 H -1.5292 0.1822 -3.6707  0.41

Cartesian forces (eV/Å) of the 2 atoms listed first:
1.05 -1.09 0.83
-0.86 3.13 2.57

---

Record 3
The following is a quantum chemistry calculation of C8H7F3N4SV as an isolated structure in a non-equilibrium geometry, from OMol25.

Computed properties:
LUMO energy (spin up / spin down) = -0.309 / -1.021 eV
HOMO (spin up / spin down) = -6.659 / -8.448 eV
total charge = 0
spin multiplicity = 4

Last column: Mulliken spin population.
Element x y z (Å)
1 V -0.2900 -0.3977 0.3147  2.30
2 N -1.1979 -4.4947 1.2921  0.02
3 C -1.1968 -3.1499 1.0504  0.08
4 S 0.2160 -2.2420 1.6016  -0.08
5 N -2.2276 -2.6548 0.4306  -0.04
6 N -2.0211 -1.2923 0.2522  0.12
7 C -3.0615 -0.5014 0.0641  0.15
8 C -2.7911 0.8852 0.2183  0.16
9 C -3.7374 1.9109 0.0410  0.00
10 C -3.3958 3.2060 0.2897  0.08
11 C -2.0840 3.5172 0.7135  0.05
12 C -1.1892 2.5052 0.8543  0.04
13 N -1.5025 1.1945 0.6274  0.08
14 H -0.3367 -4.9455 1.5387  0.00
15 H -1.8929 -5.0402 0.8122  0.00
16 H -4.0492 -0.9058 -0.1151  0.02
17 H -4.7349 1.6500 -0.2879  0.00
18 H -4.1261 3.9941 0.1598  0.01
19 H -1.7820 4.5338 0.9178  0.00
20 H -0.1686 2.6991 1.1566  0.00
21 F 1.0997 0.1544 -2.1442  0.00
22 C 1.2869 -0.5011 -0.9641  -0.02
23 F 1.7744 0.5761 -0.0649  0.01
24 F 2.3188 -1.3038 -1.1456  0.00

Cartesian forces (eV/Å) of the 2 atoms listed first:
0.20 -0.09 0.71
0.00 0.18 0.14

---

Record 4
The following is a quantum chemistry calculation of a 4-piece molecular cluster, C4H14O3 overall in a non-equilibrium geometry, from OMol25.

Computed properties:
LUMO energy = 0.484 eV
HOMO = -9.012 eV
total charge = 0
spin multiplicity = 1
structure (SMILES) = C/C=C/C.O.O.O

Last column: Mulliken charge in e.
Element x y z (Å)
1 C -0.5301 -1.2586 -2.1885  -0.84
2 C -0.8609 0.1954 -2.0448  -0.18
3 C -0.2392 0.8916 -1.0642  -0.17
4 C -0.5868 2.2818 -0.4580  -0.88
5 H 0.5007 -1.4342 -2.6126  0.25
6 H -0.6627 -1.9278 -1.2509  0.18
7 H -1.3838 -1.7486 -2.8309  0.29
8 H -1.7892 0.4724 -2.5820  0.29
9 H 0.6772 0.4438 -0.6182  0.30
10 H 0.1879 2.6854 0.2572  0.28
11 H -1.6944 2.1939 0.1113  0.18
12 H -0.8094 2.8998 -1.3741  0.30
13 O 1.1740 -0.1448 3.1812  -0.66
14 H 0.2028 -0.1503 3.0941  0.31
15 H 1.3490 -1.1466 3.2438  0.32
16 O -1.2335 -1.1835 1.6669  -0.59
17 H -1.8277 -1.8889 1.8479  0.28
18 H -1.4800 -0.7983 0.8076  0.32
19 O 3.0193 0.0953 0.6261  -0.66
20 H 3.5222 -0.7742 0.7986  0.31
21 H 2.4645 0.2964 1.3896  0.36

Cartesian forces (eV/Å) of the 2 atoms listed first:
-1.14 -2.66 -0.78
-0.26 0.23 1.95

---

Record 5
The following is a quantum chemistry calculation of an isolated ion of composition C4H8N2O2 and charge +1 in a non-equilibrium geometry, from OMol25.

Computed properties:
LUMO energy (spin up / spin down) = -3.663 / -8.972 eV
HOMO (spin up / spin down) = -15.598 / -14.689 eV
total charge = +1
spin multiplicity = 2

Last column: Mulliken spin population.
Element x y z (Å)
1 C 0.1730 0.7644 1.6273  -0.04
2 N 0.6199 -0.1077 0.6393  0.30
3 C 0.6046 -1.5463 0.7094  0.00
4 C 0.7410 0.4368 -0.6773  0.07
5 C -0.5136 0.2522 -1.5484  0.01
6 N -1.6699 0.5912 -0.9905  0.03
7 O -0.3368 -0.3715 -2.5742  0.47
8 O -0.0642 1.9094 1.3646  0.10
9 H 0.1777 0.3587 2.6417  0.00
10 H 1.2971 -1.9586 1.4639  0.02
11 H 1.0553 -2.0783 -0.1297  0.00
12 H -0.3988 -1.8815 0.9810  0.02
13 H 0.6950 1.5464 -0.5862  0.01
14 H 1.7323 0.3211 -1.1011  0.00
15 H -1.5984 1.3419 -0.3160  0.00
16 H -2.5141 0.4217 -1.5040  0.01

Cartesian forces (eV/Å) of the 2 atoms listed first:
0.36 0.15 0.65
-0.01 -0.19 -2.58

---

Record 6
The following is a quantum chemistry calculation of a 4-piece molecular cluster, C5H14O3 overall in a non-equilibrium geometry, from OMol25.

Computed properties:
LUMO energy = 0.440 eV
HOMO = -8.915 eV
total charge = 0
spin multiplicity = 1
structure (SMILES) = C=CC(=C)C.O.O.O

Last column: Mulliken charge in e.
Element x y z (Å)
1 C 1.9539 -0.1315 0.2185  -0.88
2 C 0.7633 0.4534 0.2943  -0.20
3 C -0.4612 0.0240 0.9135  0.92
4 C -0.5554 -0.4304 2.1658  -0.99
5 C -1.6433 0.2012 -0.0209  -1.02
6 H 2.1735 -0.9262 0.9327  0.22
7 H 2.7484 0.1650 -0.4202  0.32
8 H 0.5673 1.5156 -0.1550  0.31
9 H -1.5370 -0.6776 2.5552  0.27
10 H 0.2253 -0.6803 2.8940  0.28
11 H -1.2605 -0.1145 -0.9980  0.02
12 H -1.8445 1.2696 -0.2355  0.30
13 H -2.5688 -0.2418 0.2366  0.46
14 O -0.0276 -3.4845 -1.3174  -0.62
15 H 0.6394 -3.8347 -0.7162  0.31
16 H 0.5427 -3.1228 -1.9984  0.30
17 O 0.2516 3.2443 2.0202  -0.65
18 H 0.6247 2.3764 2.0127  0.35
19 H 0.7884 4.0033 1.7900  0.31
20 O -0.3565 0.2806 -3.2336  -0.61
21 H -0.6178 -0.6295 -3.0714  0.29
22 H 0.1626 0.2518 -4.0545  0.30

Cartesian forces (eV/Å) of the 2 atoms listed first:
-0.63 -0.43 1.23
0.67 2.93 -1.48

---

These records have calculated total energy values of -4124.06452 -2170.80805 -2169.85743 -386.45067 -416.87284 -424.54459 hartree, in the order they appear.